{"formula": "C69H55IInN6P3Se2", "method": "ωB97M-V/def2-TZVPD", "species": ["In", "C", "C", "C", "C", "C", "C", "C", "P", "C", "C", "C", "C", "C", "C", "C", "C", "C", "C", "C", "C", "C", "C", "H", "H", "H", "H", "H", "H", "H", "H", "H", "H", "H", "H", "H", "H", "H", "H", "H", "H", "H", "H", "I", "C", "C", "C", "C", "C", "C", "C", "C", "C", "C", "H", "H", "H", "H", "H", "H", "Se", "P", "C", "C", "C", "C", "C", "C", "C", "C", "C", "C", "C", "C", "C", "C", "N", "N", "N", "P", "Se", "C", "C", "C", "C", "C", "C", "C", "C", "C", "C", "C", "C", "H", "H", "H", "H", "H", "H", "H", "H", "H", "H", "H", "H", "H", "H", "H", "H", "H", "H", "H", "H", "N", "C", "C", "C", "C", "C", "C", "N", "C", "C", "C", "C", "N", "C", "C", "H", "H", "H", "H", "H", "H", "H", "H", "H"], "positions_angstrom": [[-1.79251, -0.66299, -2.22055], [-3.75692, 2.92695, 1.02147], [-2.62153, 3.67520, 1.65453], [-2.86716, 4.50346, 2.74545], [-1.85178, 5.23265, 3.34374], [-0.56448, 5.14403, 2.84238], [-0.30326, 4.31917, 1.75800], [-1.31354, 3.56984, 1.15331], [-0.97223, 2.40056, -0.25405], [0.86359, 2.55912, -0.27054], [1.53423, 3.45098, -1.10269], [2.91556, 3.56418, -1.06701], [3.64836, 2.77555, -0.19636], [2.99168, 1.89711, 0.65073], [1.60498, 1.78614, 0.64043], [0.92901, 0.91103, 1.65733], [-1.52055, 3.39370, -1.70765], [-1.63322, 4.78556, -1.59814], [-2.19752, 5.55310, -2.59863], [-2.70328, 4.92791, -3.72948], [-2.59289, 3.55745, -3.85584], [-1.97929, 2.75775, -2.87867], [-1.81889, 1.31730, -3.27046], [-4.69651, 3.12254, 1.53853], [-3.57203, 1.85489, 1.05113], [-3.87402, 3.20138, -0.02986], [-3.87915, 4.58110, 3.12716], [-2.06600, 5.87031, 4.19241], [0.24039, 5.71273, 3.29086], [0.70789, 4.26815, 1.37771], [0.96442, 4.09030, -1.76512], [3.41841, 4.26857, -1.71822], [4.72746, 2.86009, -0.16136], [3.55855, 1.29716, 1.35466], [1.58090, 0.10520, 1.99167], [0.00602, 0.49115, 1.25408], [0.65580, 1.49585, 2.54066], [-1.26255, 5.27714, -0.70905], [-2.25934, 6.62858, -2.48973], [-3.18360, 5.50484, -4.50974], [-2.97467, 3.07960, -4.75016], [-0.89892, 1.17904, -3.83825], [-2.63670, 1.04510, -3.93750], [-3.96384, -1.71651, -3.68467], [-0.51342, -2.53969, -2.22121], [-0.86054, -3.48383, -3.15690], [0.03465, -4.47497, -3.60807], [1.33289, -4.45469, -3.19276], [1.75018, -3.52201, -2.21627], [3.10081, -3.47325, -1.80257], [3.51661, -2.58962, -0.84719], [2.56539, -1.82488, -0.15886], [1.24382, -1.88307, -0.51624], [0.79118, -2.62230, -1.65417], [-1.85099, -3.46705, -3.59296], [-0.30394, -5.20766, -4.33004], [2.06556, -5.13705, -3.60750], [3.80539, -4.15643, -2.26311], [4.55910, -2.53028, -0.56556], [2.85730, -1.23278, 0.69751], [0.99855, -0.18622, 5.02462], [-0.09563, -1.75903, 4.19693], [0.77418, -3.34459, 4.00090], [1.97025, -3.54908, 4.67121], [2.65594, -4.74542, 4.50920], [2.14516, -5.73033, 3.67880], [0.94139, -5.52888, 3.01404], [0.25373, -4.33881, 3.17276], [-1.57553, -2.17094, 5.17425], [-2.28341, -1.12458, 5.75892], [-3.39481, -1.38810, 6.54203], [-3.78343, -2.70053, 6.77214], [-3.04166, -3.74755, 6.24511], [-1.93613, -3.48869, 5.44911], [-0.50598, -1.44442, 2.43421], [-1.49408, -1.06114, 1.49732], [-0.93163, -1.07429, 0.28750], [0.31402, -1.43596, 0.47493], [0.61239, -1.65063, 1.73943], [-3.28811, -0.83905, 1.46291], [-3.98360, 0.10291, -0.27494], [-3.73005, 0.13662, 2.90768], [-2.91273, 1.20639, 3.26286], [-3.36846, 2.14717, 4.17217], [-4.63591, 2.01780, 4.72255], [-5.44457, 0.94153, 4.37915], [-5.00220, 0.00616, 3.45929], [-3.86845, -2.54853, 1.64093], [-3.88009, -3.16879, 2.88658], [-4.24330, -4.50203, 2.98210], [-4.59484, -5.21049, 1.83999], [-4.58983, -4.58702, 0.59988], [-4.22809, -3.25234, 0.49635], [2.36241, -2.76361, 5.30604], [3.59210, -4.90413, 5.02836], [2.68622, -6.65793, 3.54286], [0.54120, -6.29842, 2.36643], [-0.68327, -4.17978, 2.64850], [-1.93972, -0.11138, 5.61402], [-3.94586, -0.56983, 6.98591], [-4.65310, -2.90926, 7.38216], [-3.31927, -4.77150, 6.46143], [-1.35842, -4.30805, 5.04434], [-1.92487, 1.30927, 2.82263], [-2.73682, 2.98434, 4.44118], [-5.00210, 2.76977, 5.41004], [-6.43178, 0.84432, 4.81220], [-5.63938, -0.81474, 3.15212], [-3.62343, -2.60641, 3.77480], [-4.25702, -4.98513, 3.95139], [-4.88755, -6.24949, 1.92271], [-4.87408, -5.13334, -0.28967], [-4.24135, -2.75400, -0.46750], [5.98122, 0.52655, -6.03244], [6.93373, 1.22157, -6.73827], [8.12095, 0.84103, -7.35203], [8.82680, 1.82982, -8.00817], [8.36784, 3.15408, -8.04907], [7.18915, 3.53110, -7.43806], [6.45596, 2.54642, -6.77599], [5.25113, 2.62740, -6.11487], [4.99578, 1.41962, -5.68903], [3.78266, 1.04310, -4.96626], [2.76391, 1.97742, -4.80923], [1.60693, 1.60489, -4.15173], [1.39318, 0.39082, -3.64506], [2.37075, -0.49768, -3.80369], [3.56960, -0.22876, -4.44195], [5.99502, -0.45582, -5.82994], [8.47494, -0.18192, -7.32512], [9.75399, 1.57890, -8.50657], [8.95404, 3.89402, -8.57842], [6.83190, 4.55144, -7.47184], [2.88564, 2.97295, -5.21148], [0.80037, 2.31825, -4.03358], [2.18305, -1.48448, -3.40874], [4.30958, -1.01596, -4.51594]], "lowdin_charge": [0.39, -0.13, -0.29, -0.09, -0.09, -0.08, -0.08, -0.31, 1.14, -0.33, -0.09, -0.09, -0.08, -0.05, -0.26, -0.12, -0.32, -0.10, -0.08, -0.08, -0.05, -0.29, -0.25, 0.09, -0.09, 0.08, 0.11, 0.10, 0.10, 0.10, 0.10, 0.10, 0.10, 0.11, 0.04, 0.01, 0.06, 0.10, 0.10, 0.10, 0.11, 0.00, -0.01, 0.20, -0.18, -0.16, -0.07, -0.04, -0.20, -0.04, -0.06, 0.00, -0.11, -0.15, -0.02, 0.11, 0.11, 0.11, 0.11, 0.11, 0.37, 0.55, -0.36, -0.09, -0.07, -0.08, -0.07, -0.11, -0.35, -0.12, -0.07, -0.07, -0.09, -0.09, -0.33, -0.34, 0.05, -0.11, 0.08, 0.65, 0.50, -0.36, -0.10, -0.08, -0.06, -0.07, -0.08, -0.33, -0.08, -0.07, -0.07, -0.06, -0.08, 0.07, 0.11, 0.10, 0.11, 0.11, 0.07, 0.11, 0.11, 0.11, 0.10, 0.11, 0.11, 0.11, 0.11, 0.12, 0.08, 0.10, 0.11, 0.11, 0.05, 0.17, -0.19, -0.03, -0.10, -0.10, -0.02, -0.23, 0.18, -0.27, -0.14, 0.01, -0.13, 0.09, -0.11, 0.00, 0.15, 0.11, 0.10, 0.10, 0.11, 0.11, 0.10, 0.09, 0.10], "gap_ev": 7.4, "homo_energy_ev": -7.676, "total_energy_ha": -9305.7299, "relative_energy_kj_mol": 46.8}


{"formula": "C48H36F5N7O4PdS", "method": "ωB97M-V/def2-TZVPD", "species": ["Pd", "F", "C", "C", "F", "C", "F", "C", "S", "C", "F", "C", "F", "C", "O", "C", "C", "C", "C", "C", "C", "N", "C", "N", "C", "C", "C", "C", "C", "C", "O", "C", "N", "C", "C", "C", "C", "C", "C", "O", "C", "H", "H", "H", "H", "H", "H", "H", "H", "H", "H", "H", "H", "H", "H", "H", "H", "H", "H", "H", "H", "H", "H", "C", "O", "C", "C", "C", "C", "C", "C", "C", "N", "C", "C", "N", "C", "C", "C", "C", "N", "C", "C", "N", "C", "C", "C", "C", "H", "H", "H", "H", "H", "H", "H", "H", "H", "H", "H", "H", "H", "H"], "positions_angstrom": [[-0.00610, 0.84580, 0.13310], [1.53880, 2.10270, 6.81130], [1.35070, 2.25500, 5.50820], [0.94850, 1.17120, 4.72570], [0.76180, -0.02650, 5.27880], [0.74230, 1.33740, 3.36490], [0.35480, 0.26330, 2.61090], [0.88120, 2.57720, 2.73700], [0.41510, 2.88490, 1.09340], [1.32610, 3.64450, 3.53660], [1.52450, 4.82550, 2.95840], [1.56270, 3.49560, 4.89840], [1.97530, 4.52620, 5.62230], [-4.33990, -6.09310, 1.08450], [-3.83990, -4.83510, 0.67680], [-4.27320, -4.30330, -0.49470], [-5.11250, -4.91520, -1.41410], [-5.46760, -4.25120, -2.57730], [-4.98010, -2.98430, -2.84980], [-4.13060, -2.36530, -1.94800], [-3.77730, -3.01410, -0.77160], [-2.83460, -2.50090, 0.12890], [-2.30930, -1.23410, 0.03190], [-3.20790, -0.25490, 0.10120], [-3.04050, 1.09610, -0.20220], [-1.81160, 1.71680, -0.39070], [-1.80710, 3.03270, -0.84470], [-2.99440, 3.73560, -0.98510], [-4.21810, 3.14580, -0.71400], [-4.25780, 1.80770, -0.36210], [-5.37230, 1.05710, -0.16940], [-6.65000, 1.65300, -0.30390], [-1.02810, -1.01490, -0.13250], [-0.18050, -2.16740, -0.21110], [0.01270, -2.70900, 1.16270], [0.91710, -3.59850, 1.72260], [1.88310, -4.35180, 1.09650], [2.01150, -4.25400, -0.35040], [0.62850, -2.35000, -2.10570], [1.28920, -2.47740, -3.21270], [0.74980, -3.28530, -4.25440], [-5.40750, -6.18460, 0.88610], [-4.17660, -6.14250, 2.15860], [-3.80040, -6.91110, 0.59840], [-5.47330, -5.91670, -1.24900], [-6.12670, -4.73900, -3.27670], [-5.23920, -2.49360, -3.77610], [-3.72170, -1.39340, -2.18220], [-2.34700, -3.20560, 0.66680], [-4.17490, -0.52680, 0.24090], [-0.87750, 3.52800, -1.09750], [-2.96270, 4.76410, -1.30100], [-5.12180, 3.72810, -0.78430], [-7.35970, 0.83930, -0.16490], [-6.79120, 2.08520, -1.29710], [-6.80970, 2.41780, 0.45830], [-0.62380, -2.19700, 1.87530], [0.84460, -3.70500, 2.79640], [2.49530, -5.04360, 1.65690], [3.06850, -3.35620, -1.97580], [1.55830, -3.42900, -4.96800], [-0.08000, -2.78040, -4.74820], [0.41880, -4.25020, -3.86490], [11.40230, -7.88970, 0.36350], [10.00870, -8.11750, 0.34430], [9.15270, -7.11210, 0.48080], [9.49180, -5.76670, 0.69590], [8.51360, -4.80040, 0.73960], [7.17070, -5.13720, 0.53180], [6.82660, -6.49340, 0.36370], [7.79230, -7.45880, 0.35930], [6.13160, -4.16850, 0.38200], [4.98720, -4.47260, -0.22700], [4.26750, -3.35750, -0.25140], [4.95330, -2.30520, 0.36120], [6.14770, -2.84950, 0.74800], [4.42590, -0.99660, 0.46450], [5.15060, 0.11150, 0.89030], [4.53640, 1.34700, 0.89490], [3.18730, 1.43150, 0.54820], [2.43450, 0.40630, 0.17810], [3.05250, -0.81260, 0.04900], [2.37870, -1.83740, -0.58760], [1.05750, -1.72860, -1.00100], [-0.53430, -3.04890, -1.50730], [-0.20120, -4.51320, -1.46760], [0.95710, -4.99980, -1.00300], [2.94140, -3.21770, -0.89400], [11.85310, -8.85520, 0.15050], [11.73850, -7.55250, 1.34640], [11.70340, -7.17050, -0.40280], [10.52340, -5.47950, 0.80520], [8.80610, -3.76960, 0.87440], [5.78650, -6.74060, 0.22060], [7.54460, -8.49900, 0.22800], [6.87460, -2.38800, 1.27060], [6.18580, 0.00840, 1.17360], [5.07770, 2.23650, 1.17190], [2.71610, 2.40960, 0.55560], [-1.51430, -2.87550, -1.94860], [-0.95620, -5.17580, -1.86090], [1.05210, -6.07950, -0.93120]], "lowdin_charge": [0.65, 0.14, -0.14, -0.15, 0.12, -0.22, -0.01, -0.50, 0.75, -0.24, 0.09, -0.14, 0.14, -0.05, -0.09, -0.22, -0.01, -0.07, -0.08, -0.03, -0.18, 0.13, -0.36, 0.17, -0.17, -0.19, -0.20, -0.06, -0.01, -0.22, -0.10, -0.05, 0.04, -0.30, 0.05, -0.04, 0.00, -0.11, -0.18, 0.07, 0.03, 0.10, 0.10, 0.10, 0.11, 0.11, 0.11, 0.12, 0.13, 0.16, 0.07, 0.11, 0.11, 0.10, 0.10, 0.10, 0.12, 0.13, 0.13, 0.18, 0.12, 0.12, 0.10, -0.04, -0.04, -0.25, 0.01, 0.00, -0.16, 0.00, 0.04, -0.21, 0.22, -0.15, -0.10, 0.21, -0.02, 0.04, 0.05, -0.10, 0.10, -0.11, -0.02, 0.16, -0.06, 0.01, 0.00, -0.11, 0.10, 0.11, 0.10, 0.12, 0.12, 0.11, 0.13, 0.17, 0.13, 0.13, 0.06, 0.15, 0.13, 0.14], "gap_ev": [3.0, 2.9], "homo_energy_ev": [-11.125, -11.133], "total_charge": 2, "total_energy_ha": -3559.5912}